[1]
DFT (wB97M-V/def2-TZVPD) results for a cluster of 9 separate species, C5H31N2O8 in total.

Computed properties:
- Total energy: -920.20419 hartree
- LUMO energy: -2.515 eV
- Total charge: +1

```
46
Properties=species:S:1:pos:R:3:forces:R:3:lowdin_charge:R:1
H 0.180061 -1.602493 3.976718 1.2 -0.9 1.8 0.05
H -0.236127 -2.764263 2.116275 -0.1 0.2 -0.2 0.13
C -3.213262 1.324261 -1.019041 -0.1 0.4 -1.4 -0.12
H 3.350888 0.405419 -2.136749 0.5 0.0 0.0 0.04
H -0.139200 -0.064559 3.216189 0.1 -0.8 0.3 0.08
C -0.536137 -1.078064 3.455303 -2.0 2.3 -1.7 -0.04
H 3.898217 0.374075 0.916788 0.3 1.6 0.1 0.02
H -1.511871 -0.827735 3.953221 1.2 -0.7 0.1 0.11
H -0.339886 -2.643761 -2.391353 -2.0 -2.3 -3.2 0.02
H 2.463406 -1.408338 0.163840 -0.4 -1.6 -1.3 0.06
H -2.926718 1.149836 1.496006 0.1 -0.9 0.1 0.14
N -0.367507 -0.980039 0.934152 -5.0 -2.4 -2.1 0.06
O 1.873988 2.000154 1.305269 3.5 -3.1 -1.4 -0.01
H 0.969266 -2.917377 -1.334615 -1.9 0.8 -1.2 0.11
O -0.523355 2.989908 0.783154 -0.8 -1.8 -1.5 -0.04
O 2.314432 -2.392937 -0.128898 -0.3 2.6 0.9 -0.10
H 1.686556 -1.081504 -3.898727 0.6 -0.5 -1.0 0.03
C -2.628414 0.195450 0.978081 -0.9 -0.5 1.7 -0.22
O 4.096260 0.838938 -1.671888 -1.5 1.1 -0.3 -0.07
H -0.761910 -1.537004 0.086922 1.5 0.8 1.2 0.18
H -0.597912 3.903007 0.842201 -0.1 3.0 0.6 0.03
N -3.299514 0.096911 -0.295325 2.6 -1.0 0.5 -0.13
C -0.811379 -1.836886 2.156592 2.3 0.9 0.3 -0.13
O 1.233019 -0.640758 -3.203778 -0.9 -0.3 1.8 -0.08
H -0.221671 0.896193 -3.100973 3.8 -2.2 1.0 -0.08
O 0.154115 -2.394358 -1.686962 3.4 0.9 4.9 -0.03
H -0.906199 0.841958 -0.126167 0.2 -1.3 0.8 0.12
H -1.070200 1.124586 -4.282750 0.0 0.6 2.0 0.10
O 3.938871 -0.503855 0.602839 0.1 -2.6 -0.3 -0.06
H -4.104028 1.886354 -0.783406 0.0 1.0 0.1 0.08
H 3.084666 -2.625204 0.380526 0.6 -1.3 0.2 0.04
H -1.848513 -2.051029 2.129606 -0.7 -0.3 -0.9 0.09
C -1.109784 0.303763 0.842043 1.4 2.0 1.0 -0.17
H 0.584056 -0.785043 0.769277 1.6 -0.3 0.3 0.12
H -2.988550 -0.734334 1.583946 0.8 2.0 -0.7 0.14
H -0.990873 2.849248 -0.075344 0.7 0.0 0.9 0.06
H 2.337479 2.494286 0.623435 -0.4 0.3 0.2 0.05
H -3.287735 1.076888 -2.108641 0.6 0.7 0.9 0.09
H -2.248950 1.891665 -0.740338 -2.0 -0.9 -1.0 0.07
H 1.234203 2.512107 1.677627 -2.7 2.5 1.2 -0.04
O -0.974823 1.343282 -3.300425 -3.7 1.6 -3.1 -0.05
H -0.536522 0.954564 1.607385 -1.8 -0.9 -1.1 0.12
H 0.855517 -1.381641 -2.590405 0.9 1.7 -1.1 0.00
H 4.496027 -0.621285 -0.197611 -0.5 1.1 0.8 0.08
H 3.638009 1.668161 -1.374769 1.0 -1.0 -0.4 0.06
H -4.207994 -0.248547 -0.149228 -1.3 -0.2 -0.1 0.10
```
Forces are in eV/Å.

[2]
DFT (wB97M-V/def2-TZVPD) results for a structure of composition C31H40N4OPt.

Computed properties:
- Expectation value of S²: 2.01
- Total energy: -1618.63946 hartree
- LUMO energy (spin up / spin down): 4.041 / 4.009 eV
- 2S+1: 3
- Total charge: -2

```
77
Properties=species:S:1:pos:R:3:forces:R:3:mulliken_spin:R:1
C 1.090358 3.151277 0.409354 0.0 0.3 0.1 0.00
C -0.673527 0.472192 -3.780087 0.5 -0.1 0.2 0.08
H 1.877082 2.034578 3.549318 -0.1 -0.2 -0.2 0.01
H -0.626045 -2.262006 4.466655 -0.2 -0.4 0.2 0.22
C -1.851668 1.169482 -3.476791 0.1 0.2 -0.2 -0.08
C -0.972531 3.090169 -4.678220 0.2 -0.2 0.1 0.00
H -3.454466 -0.277469 -3.300168 0.2 0.0 0.0 -0.01
H 0.214059 3.436599 1.002047 0.1 0.1 -0.1 0.02
H -3.671087 -1.145006 3.185205 0.0 0.1 0.1 0.06
H -3.090043 -3.586495 3.263024 0.1 0.2 -0.1 -0.09
H -0.402846 -1.265387 8.059765 0.0 -0.1 -0.1 -0.40
C -1.978026 2.482613 -3.923832 0.2 -0.3 -0.2 0.01
H -0.446937 4.736302 -5.962020 -0.2 0.0 0.1 -0.01
H -2.669374 0.121770 -1.757089 0.1 0.1 -0.3 0.00
H -2.891498 3.035825 -3.695065 0.2 -0.1 -0.1 0.00
H 2.288996 -2.533463 -0.489666 0.0 0.1 -0.1 0.00
C -1.112207 -2.523682 0.659898 -0.3 -0.2 -0.6 -0.15
N -0.506154 -0.822756 -3.200464 -0.1 -0.4 -0.7 0.01
H 1.826427 2.118020 -2.298011 0.2 -0.2 0.1 0.02
C 1.946589 0.886141 -0.526135 -0.7 -0.2 0.3 -0.07
Pt -0.096960 0.101625 -0.419954 0.5 1.4 0.4 0.89
H 1.566713 -0.189803 -5.825974 -0.1 0.0 0.1 0.00
C 2.145998 -0.446262 0.021051 0.3 1.3 1.2 0.10
N -1.313500 -1.173823 0.804417 -1.3 0.2 0.2 0.22
C -2.976886 0.528446 -2.729110 -0.6 0.1 0.4 -0.04
C -2.611509 -2.911965 2.551858 0.5 -0.1 -0.8 -0.13
C -1.709830 -3.392028 1.626028 0.2 -0.2 0.2 0.12
C 2.781633 -1.577154 -0.702224 0.4 -0.4 -0.1 0.00
O -1.043845 -0.358501 3.964125 1.0 -0.5 0.7 -0.05
H 0.902427 3.440690 -0.629663 0.0 -0.1 0.1 -0.01
H 3.436672 2.052083 -1.546190 -0.2 -0.2 -0.1 0.00
H 0.416248 0.698307 7.233780 -0.1 -0.3 0.0 -0.17
C -0.644088 -1.737689 7.104254 0.2 -0.6 -0.3 2.88
C -2.943237 -1.554175 2.501790 -0.4 0.8 -0.3 0.12
C 2.534545 1.450919 -1.778981 0.2 0.3 -0.3 -0.04
C 1.629213 0.318949 -4.855618 0.4 0.0 -0.2 -0.03
N -0.173456 -0.923364 6.001941 0.3 0.6 -0.4 -2.04
C 1.349804 1.690163 0.527437 0.5 -0.9 -0.2 0.01
C 1.824186 -0.397335 1.432253 0.9 1.0 -1.0 -0.18
C 0.197907 2.377613 -4.954261 -0.4 -0.1 -0.1 0.00
C -0.437041 -3.039635 -0.468892 -0.4 -0.8 1.3 0.03
H -0.261142 -4.104493 -0.531259 -0.1 -0.1 0.0 0.01
C -0.347563 -3.011933 -2.981237 0.1 -0.1 1.8 -0.03
C -1.168853 4.496462 -5.172200 0.0 0.3 0.0 0.01
H -2.185283 4.624075 -5.571983 0.3 0.0 0.0 0.00
H 3.840313 -1.684362 -0.413187 -0.1 0.0 -0.1 0.01
C -0.327749 -2.027731 -3.881505 -0.2 1.1 -1.0 0.03
H 2.459304 1.033349 -4.931306 -0.2 -0.1 0.1 0.00
H 0.470247 0.934935 3.720906 0.4 0.2 -0.4 0.07
H -1.725499 -1.897602 7.024339 0.0 0.1 0.3 -0.36
H -1.044159 5.227798 -4.358952 0.0 -0.2 -0.2 0.00
H 2.762546 -1.434078 -1.789064 -0.1 0.0 0.1 0.00
C -2.256331 -0.699422 1.637821 0.0 -1.7 0.3 -0.17
C 0.299319 0.441740 6.183108 0.0 0.3 0.0 0.97
H 2.840920 0.669370 -2.489174 -0.1 0.2 0.3 -0.01
H 1.891709 -0.431721 -4.105551 -0.2 0.1 -0.1 0.00
H -0.251400 -4.078923 -3.087633 0.0 0.0 0.0 0.00
C 1.990294 -1.585600 2.296472 -0.1 -0.6 0.3 0.10
C 0.360859 1.050011 -4.538674 -0.6 0.3 0.5 0.05
H 1.944931 3.747070 0.766371 0.0 0.1 0.0 0.00
H -0.169029 -2.725017 7.050625 0.0 0.0 0.3 -0.32
H 1.279373 0.556279 5.694852 -0.2 0.0 0.2 0.05
C -0.627937 -1.205957 4.745230 -0.9 0.8 0.0 0.05
H -1.488465 -4.451619 1.515480 -0.1 0.1 0.2 0.06
C 1.382909 0.921582 1.745274 0.2 -0.5 -1.1 0.39
H 0.327713 2.391526 2.783337 0.2 -0.1 0.3 -0.02
H -2.418919 0.376245 1.635668 0.1 -0.2 0.0 -0.02
H -0.388902 1.155147 5.710648 0.1 0.0 0.2 -0.07
H 1.141209 -1.749879 2.973379 0.2 0.1 -0.1 -0.06
C 1.023379 1.569447 3.023877 -0.7 0.4 0.6 -0.32
H -3.742383 1.288977 -2.534098 0.0 -0.1 0.0 0.00
N -0.490413 -2.414408 -1.712683 0.0 1.4 -1.6 0.02
C -0.592264 -1.040175 -1.847450 0.3 -1.6 -0.9 0.19
H 1.003024 2.860743 -5.516785 -0.2 -0.1 0.1 0.00
H 2.042290 -2.471565 1.645904 0.0 0.1 0.3 0.04
H 2.914257 -1.566985 2.898617 -0.2 0.0 0.0 0.02
H -0.220397 -2.039061 -4.954928 -0.1 -0.1 0.1 0.01
```
Forces are in eV/Å.

| no. | strongest force on any atom (eV/A) |
| --- | --- |
| 1 | 6.1 |
| 2 | 2.1 |